# 1
DFT (ωB97M-V/def2-TZVPD) results for a structure of composition C44H52BrClN2O8P2Sr.

Structure (XYZ):
```
111
Properties=species:S:1:pos:R:3:forces:R:3
Sr 0.642682 0.903396 -0.204671 -0.580 -0.262 0.114
Br -1.976075 -2.145219 -2.019750 0.016 -0.031 0.022
Cl 2.971541 1.868388 1.998465 -0.074 0.085 -0.056
P 1.569728 -1.648631 2.407651 0.007 -0.021 -0.051
P -2.356309 1.159753 1.185889 0.282 -0.008 0.000
O 3.106200 0.945703 0.874853 0.202 0.071 0.024
O 2.163444 7.449201 -3.659710 0.046 0.131 -0.046
O 3.601559 3.115362 1.687704 -0.061 -0.126 0.081
O 1.536294 2.058089 2.195727 0.165 0.019 0.060
O 3.893211 6.919036 -5.097415 0.025 0.173 -0.039
O 1.058156 3.200362 -0.942866 0.303 0.157 -0.126
O 2.257099 1.645997 -1.997103 0.062 0.147 0.004
O 3.565347 1.291243 3.179215 -0.154 0.052 -0.191
N 0.667175 -1.588366 -1.445008 0.202 0.034 -0.291
N -1.219179 -1.670549 1.543883 -0.046 0.010 -0.021
C -1.498164 1.890408 3.727909 -0.026 0.019 -0.045
C -1.313195 -3.991472 0.729214 0.053 0.033 0.013
C -4.288536 0.709903 -0.763269 -0.029 0.011 0.016
C -5.018534 -1.137413 3.306775 0.030 -0.003 -0.019
C 3.531600 3.591030 -3.560969 0.051 0.042 -0.034
C 1.735213 -3.373270 -3.290697 -0.091 -0.071 -0.078
C 0.727989 -3.089135 1.659461 0.040 -0.093 0.005
C 1.960777 5.198343 -2.651809 0.009 -0.009 0.051
C 1.828423 -0.764112 5.034225 -0.001 -0.019 0.008
C -0.774656 2.335590 -3.446022 0.034 0.021 0.087
C 4.060015 -2.190759 1.136301 -0.006 -0.007 0.050
C 1.986955 -1.691495 -1.638214 -0.027 -0.023 0.043
C -1.572576 3.689994 1.968847 -0.030 -0.042 0.024
C 3.542478 5.807972 -4.357218 0.017 -0.096 -0.020
C 2.491587 3.906410 -2.699361 -0.011 0.069 0.004
C -2.265630 2.442075 2.525538 0.046 -0.010 0.047
C -3.180552 -2.582553 2.696808 -0.060 0.031 -0.007
C -1.002260 1.172327 -2.655791 0.022 0.124 0.029
C 0.196748 2.384241 -4.483712 -0.042 0.072 -0.052
C 4.086469 4.548126 -4.414302 -0.020 -0.064 0.027
C 2.512882 6.119969 -3.499583 -0.051 -0.037 0.064
C -4.359989 -0.102385 2.661112 0.025 -0.002 0.006
C -4.397438 -2.386931 3.310820 0.068 0.019 -0.045
C 1.358139 -4.288765 1.332714 -0.048 0.084 0.012
C -3.134856 -0.261083 2.015539 -0.039 -0.025 0.013
C -2.470753 -1.535703 2.024091 0.018 -0.024 0.010
C 1.894148 2.842400 -1.818765 -0.102 -0.250 0.201
C -1.231746 4.693770 -3.986180 -0.013 -0.078 0.028
C -0.355330 -1.846538 4.486942 0.048 -0.008 0.017
C 2.566591 -2.565844 -2.538001 0.083 0.069 0.090
C -0.106592 -2.348454 -2.196561 -0.008 0.010 0.117
C -3.670155 1.850021 0.043625 -0.017 -0.029 -0.011
C 2.972906 7.938942 -4.715648 -0.009 -0.112 0.049
C 0.366910 -3.263290 -3.126766 -0.039 -0.035 0.008
C 3.896500 -3.173582 3.447945 0.007 -0.009 -0.012
C -1.464516 3.562205 -3.227789 0.025 0.032 -0.068
C 0.421862 3.521332 -5.240701 -0.081 -0.066 0.031
C -4.765440 2.746049 0.618435 -0.026 -0.012 -0.019
C 3.400360 -2.066638 2.511907 0.035 -0.006 0.014
C -0.288962 4.699477 -5.016447 -0.026 -0.081 -0.006
C 1.145339 -1.860893 4.216357 -0.127 0.090 0.054
C -0.660663 -5.167861 0.411752 -0.021 0.067 0.006
C 0.689944 -5.329447 0.701437 -0.022 -0.003 0.003
C -0.647162 -2.898763 1.335167 -0.024 -0.047 -0.035
H 3.767136 -1.118950 2.919284 -0.004 -0.004 0.019
H -4.367741 3.580887 1.195412 0.013 0.023 -0.006
H 3.642462 -2.594313 -2.639814 -0.008 -0.005 -0.005
H -1.576620 4.493101 2.712274 -0.005 -0.002 0.002
H 1.187291 3.495391 -6.011248 0.008 0.000 0.000
H 4.894099 4.313326 -5.095032 0.001 0.001 -0.001
H -2.043086 1.069768 4.195272 0.013 -0.023 0.011
H 1.209983 -6.246081 0.449498 0.003 -0.003 0.003
H -4.875710 1.110768 -1.594664 -0.001 -0.005 0.001
H -0.510147 1.530413 3.431097 -0.011 -0.002 0.002
H 3.951352 -1.259345 0.587089 -0.017 0.033 -0.054
H -1.791358 5.598366 -3.764368 0.002 0.008 -0.001
H -0.814930 -0.925738 4.133158 -0.025 0.031 0.006
H 3.439911 -3.131277 4.436759 0.054 0.016 -0.023
H -1.350655 2.677364 4.474339 -0.001 0.003 -0.009
H -5.456102 2.189200 1.255134 0.017 0.010 -0.025
H 4.977851 -3.064484 3.583720 0.003 -0.014 -0.010
H -3.074635 2.454014 -0.648503 0.002 0.011 0.001
H 3.886973 2.569637 -3.562781 0.005 0.006 -0.006
H -1.212190 -5.962492 -0.080705 0.000 -0.009 0.001
H 3.724284 -4.173244 3.046116 -0.030 -0.008 0.021
H -5.970246 -0.975524 3.797137 -0.003 -0.001 0.004
H 5.133282 -2.372774 1.257785 -0.007 -0.009 0.000
H -0.095812 5.593564 -5.597326 0.003 0.009 -0.001
H 3.647113 -3.008842 0.542542 0.003 0.018 -0.011
H 1.518256 -2.840813 4.528504 0.003 0.004 -0.018
H -2.051353 4.066364 1.062710 -0.016 0.006 -0.023
H -2.356443 -3.875584 0.470729 -0.037 0.014 -0.003
H -2.719582 -3.558504 2.762286 0.014 -0.025 -0.021
H -3.280016 2.695350 2.851879 0.002 0.018 0.007
H -4.864826 -3.224102 3.820730 -0.009 -0.002 0.005
H -0.532098 -1.929859 5.565551 0.017 0.002 -0.006
H -5.352996 3.164235 -0.205628 0.002 0.002 0.011
H -1.982861 1.120581 -2.187203 0.001 -0.041 -0.030
H -4.814641 0.882368 2.667741 0.017 -0.025 0.013
H -3.521713 0.057945 -1.178890 -0.003 -0.005 -0.001
H 2.617517 -1.031506 -1.055028 -0.016 0.046 0.033
H 3.529492 8.815736 -4.373643 0.019 0.012 0.021
H 1.597412 -0.893163 6.096945 -0.011 0.004 -0.003
H -0.696159 0.237035 -3.119896 0.016 -0.003 -0.020
H -0.529120 3.476813 1.724166 -0.027 0.007 -0.004
H 1.136678 5.416602 -1.987543 0.011 -0.012 -0.009
H -2.195517 3.603769 -2.425403 -0.003 0.009 -0.002
H -0.863270 -2.674683 3.996747 0.000 -0.002 0.005
H 0.790803 1.494569 -4.667455 0.004 -0.005 -0.004
H 2.343453 8.199094 -5.572995 -0.039 -0.031 -0.036
H 1.472252 0.220127 4.721807 0.014 -0.010 0.001
H 2.912362 -0.757763 4.920623 0.011 0.001 -0.003
H 2.141526 -4.073422 -4.010381 -0.006 -0.001 0.006
H 2.402970 -4.417993 1.575027 0.001 -0.012 -0.002
H -0.329985 -3.856092 -3.700004 0.004 -0.004 0.002
H -4.941322 0.102134 -0.131893 0.006 0.007 -0.004
```
Forces are in eV/Å.

Computed properties:
* energy relative to the best compared isomer or geometry (same formula, charge and spin): 0.296 eV
* DFT total energy: -6166.84832 hartree
* orbital gap: 4.8 eV
* LUMO: 0.14995 Eh
* largest force on an atom: 0.0126 hartree/bohr
* total charge: -2

Atom charges from the Mulliken analysis, given in e for atoms 1 to 2: Sr 1.344; Br 0.009

***

# 2
DFT (ωB97M-V/def2-TZVPD) results for a cluster of 7 separate species, C44H53BF6NO26S in total in a non-equilibrium geometry.

Structure (XYZ):
```
132
Properties=species:S:1:pos:R:3:forces:R:3
S 0.114961 -7.514000 -1.308722 0.028 -0.033 -0.090
F -1.892616 9.813165 -0.384378 -0.081 -0.111 -0.032
F -3.939813 5.344087 1.785651 0.009 -0.156 0.057
F 2.309707 0.426949 -11.045900 0.093 -0.036 0.003
F -1.116452 2.333956 -5.553911 0.143 0.184 -0.125
F 3.035351 -3.771672 6.454149 0.085 0.047 -0.031
F 1.170192 1.241022 5.134650 0.259 0.123 0.164
O 3.491653 -2.796567 -0.535741 -0.556 0.528 0.682
O 1.814567 0.100665 1.037818 0.612 -0.497 0.361
O -3.301787 2.366915 -6.112521 -0.220 -0.017 0.580
O 3.114793 0.221909 -8.948957 -0.168 -0.537 0.153
O 3.266726 -8.083902 5.447230 -0.067 0.031 -0.004
O -3.698271 8.875915 3.556239 0.125 -0.124 -0.051
O -0.807971 5.658873 0.403781 -0.304 -0.382 0.159
O -4.108591 1.060441 -4.466306 0.176 0.309 -0.212
O 2.065812 2.610083 6.687674 0.197 -0.446 0.184
O 1.642193 1.414680 8.546568 0.083 0.108 -0.441
O -5.467047 1.720208 -6.139751 0.041 -0.042 -0.017
O -3.102251 10.853924 2.664840 0.014 -0.335 -0.328
O 3.917415 1.147647 1.364498 -0.440 -0.740 -0.191
O 1.414284 -0.893405 -8.000408 0.285 0.130 -0.173
O 2.478535 3.498082 8.724609 -0.049 0.021 -0.072
O 3.110668 -0.141396 -6.723225 0.043 0.013 -0.170
O -1.533366 -2.213860 3.334923 -0.304 -0.123 -0.393
O 2.272390 -6.384840 4.349941 0.171 0.217 0.183
O 0.109056 -1.234164 -3.810591 0.662 -0.186 0.811
O 3.278370 -0.608121 2.859760 -0.324 -0.384 -0.982
O 2.221775 -1.227528 -1.521860 -0.235 0.044 1.586
O -2.942374 8.981024 1.431409 -0.407 0.654 0.053
O -2.319144 4.062452 0.877450 0.563 0.263 0.238
O -3.762192 -2.302659 3.435809 1.541 0.388 -0.176
O 3.494680 -5.963627 6.192935 -0.005 0.084 -0.639
O -0.455799 3.555418 -0.298274 -0.134 -0.150 0.012
N -0.551649 -2.246293 2.381703 1.030 0.524 -0.656
C -0.192814 0.099170 2.994220 -0.360 -0.598 -0.153
C -0.550360 1.280229 2.477131 0.076 0.455 0.324
C 1.749045 0.626451 -4.202598 -0.562 -0.358 0.780
C -2.857689 10.074489 0.531879 0.421 -0.122 -0.148
C -2.468080 11.215619 1.434733 -0.011 0.532 0.047
C 0.435683 -7.138622 0.449307 0.052 0.137 0.096
C 0.702888 -3.424789 0.742902 0.759 0.794 -0.179
C 1.413689 1.153352 -2.781117 0.522 0.147 0.440
C 1.395942 -5.948489 0.688477 -0.456 0.062 -0.050
C 1.348940 -0.869259 -4.430531 0.093 0.953 -0.977
C -4.403429 1.714247 -5.627034 -0.351 -0.140 -0.218
C 1.059112 -4.647114 -0.099369 -0.041 -0.193 0.089
C 2.491497 -2.120960 -0.544597 0.533 -0.271 -1.001
C -2.158065 -4.912785 0.956076 -0.008 0.137 1.128
C 3.310350 -4.729392 5.532745 -0.159 0.042 0.528
C 2.677585 1.185027 -1.874014 -0.944 -0.258 -0.260
C -0.286971 -3.380390 1.718133 -0.730 -2.210 0.540
C -1.126821 4.353659 0.270143 0.290 -0.083 -0.399
C 3.034771 -6.933143 5.343425 0.026 -0.517 0.176
C 1.069901 -0.698086 -9.375970 -0.446 -0.300 -0.061
C -4.006949 0.971463 0.738712 -0.575 1.255 -0.407
C 1.136434 -1.053711 1.239661 -0.739 -0.822 -0.029
C 3.262058 -0.230187 -1.699875 1.033 1.263 -0.685
C 1.906793 1.269658 6.285202 -0.247 0.337 -0.089
C -1.922578 6.311619 1.024448 0.272 0.331 0.096
C -2.369194 2.412425 -5.050597 0.294 0.003 -0.382
C 1.398448 -2.225069 0.521759 0.411 0.344 -0.817
C 2.595905 -0.257957 -7.785244 0.157 0.185 0.245
C 2.098869 2.601244 8.060212 -0.006 0.348 0.449
C -2.699555 1.186322 -4.259501 -0.050 -0.519 0.546
C -2.826923 -1.901143 2.803114 -2.245 -0.407 -0.027
C -2.652152 -1.346791 0.275788 0.704 -0.811 -0.139
C 2.413699 -0.423032 -9.998893 -0.052 0.477 -0.240
C -2.599971 5.168027 1.729327 -0.586 0.081 -0.180
C -3.598973 0.695496 -0.554927 0.356 -0.584 -0.115
C 0.084298 -2.639783 -3.658228 0.006 -0.241 -0.663
C 2.118120 -5.001059 4.651715 -0.304 0.135 -0.465
C -3.045460 -1.052656 1.570402 0.620 0.162 0.472
C -3.750861 0.127167 1.788777 -0.176 -0.074 0.573
C 0.129857 -1.101591 2.186445 -1.425 1.385 0.558
C -3.288221 9.512780 2.647944 -0.103 -0.017 0.536
C 1.154747 0.659015 7.440263 -0.115 -0.472 0.240
C -1.111273 -4.610062 2.077065 -0.748 0.145 -0.311
C -2.924492 -0.495969 -0.777525 -0.043 0.285 -0.466
B 3.003435 0.205181 1.758541 0.715 0.743 0.320
H 1.014756 -3.037491 -3.216350 -0.181 0.261 0.035
H 3.856514 -0.471635 -2.589514 -0.243 -0.292 0.199
H 0.667736 0.540578 -2.257012 0.001 0.143 -0.421
H 2.404419 -6.299214 0.436849 -0.224 0.287 -0.082
H -1.238768 1.433655 1.643275 1.189 -0.186 -0.712
H -2.191548 0.298188 -4.641559 0.130 0.132 -0.097
H -2.467013 1.297015 -3.202855 -0.140 0.005 0.030
H 3.946716 -0.212974 -0.842645 -0.212 -0.347 -0.171
H -4.545643 1.902694 0.914099 0.111 -0.240 0.106
H 4.152263 -0.999307 2.728979 -0.030 -0.003 0.492
H -2.881175 -4.087518 0.975245 0.144 -0.192 -0.423
H -1.705028 -4.457494 2.986221 0.399 0.168 -0.144
H 0.246963 -4.791484 -0.827416 0.178 -0.191 0.250
H 0.075063 0.798445 7.351116 0.042 0.100 -0.178
H 0.586586 -1.580484 -9.788712 0.050 -0.092 0.219
H -0.168534 -0.027257 4.076102 1.104 0.172 -0.265
H -4.107978 0.403272 2.779165 0.145 -0.198 -0.137
H -0.471976 -5.470008 2.287471 0.008 0.282 -0.245
H 1.022457 2.178814 -2.828142 0.044 -0.268 -0.034
H 3.408148 1.851950 -2.354683 0.142 -0.435 0.184
H 1.422006 -5.703089 1.759571 0.103 -0.287 -0.165
H 0.004775 -3.086577 -4.667309 -0.132 -0.185 0.404
H -3.779715 1.359464 -1.394176 -0.174 0.058 0.301
H 2.177618 -1.530223 -4.132885 -0.341 0.085 0.284
H -3.815437 10.204923 0.024859 0.074 -0.053 -0.115
H -1.388823 11.274257 1.585280 0.009 -0.167 -0.126
H 1.364746 -0.401291 7.567005 0.110 0.074 0.192
H -0.918460 -6.679296 -1.583979 0.308 -0.182 0.365
H 4.755290 0.943890 1.797267 0.035 0.587 0.016
H -0.532626 -7.053451 0.951246 0.239 0.102 -0.047
H -2.553729 6.760512 0.258814 -0.124 -0.138 0.056
H 2.886052 0.824639 6.098797 -0.075 -0.038 -0.214
H 2.835486 0.717651 -4.330503 -0.299 -0.137 -0.268
H 2.960862 -1.315721 -10.308107 0.033 0.078 -0.108
H 1.215464 -1.023160 -5.509627 0.160 -0.030 0.247
H 1.939251 -4.418599 -0.707052 -0.365 0.138 0.197
H -1.711496 -5.046225 -0.030951 -0.228 -0.009 0.151
H -1.593003 7.086410 1.706434 0.236 -0.084 -0.075
H -2.117990 -2.265125 0.041861 -0.058 0.115 0.133
H -0.161888 2.176768 2.973428 -1.168 -0.148 0.522
H 4.221422 -4.463360 4.992456 0.008 0.118 0.099
H -2.487194 3.348302 -4.499664 0.162 0.059 -0.093
H 1.171435 -4.846612 5.174817 0.134 0.079 0.199
H 1.291879 1.291631 -4.943994 -0.023 -0.374 0.049
H -0.760503 -2.961024 -3.034960 0.036 0.305 -0.220
H -2.732696 -5.791362 1.278097 0.267 0.042 -0.397
H 2.122370 -4.399798 3.742051 0.075 -0.169 -0.092
H -2.598719 -0.757250 -1.783840 -0.028 -0.026 0.250
H 0.391120 0.151570 -9.464229 0.166 0.100 -0.091
H 2.438749 1.637961 -0.903896 -0.020 -0.210 -0.197
H -2.217237 4.963346 2.731281 -0.134 -0.015 0.030
H 0.919177 -8.032221 0.866214 -0.222 0.119 -0.246
H -2.827179 12.177338 1.076442 -0.141 -0.018 0.188
```
Forces are in eV/Å.

Computed properties:
* DFT total energy: -4741.52445 hartree
* orbital gap: 7.5 eV
* LUMO: -0.15193 Eh
* largest force on an atom: 0.0465 hartree/bohr
* total charge: +1

Atom charges from the Mulliken analysis, given in e for atoms 1 to 2: S -0.197; F -0.289

***

> Among the records above, which one has the highest largest force on an atom?

C44H53BF6NO26S

***

> LUMO of number 2 (C44H53BF6NO26S)?

-0.15193 Eh